Entry 1:
{
  "formula": "C15H20O5",
  "method": "ωB97M-V/def2-TZVPD",
  "homo_lumo_gap_ha": 0.3738,
  "lumo_ev": 0.761,
  "smiles": "COC(C[C@@H]1O[C@@H]1C(=O)COCc1ccccc1)OC",
  "multiplicity": 1,
  "de_lowest_kcal_mol": 43.83,
  "e_homo_ev": -9.41,
  "energy_ev": -26114.612,
  "species": ["O", "O", "O", "O", "O", "C", "C", "C", "C", "C", "C", "C", "C", "C", "C", "C", "C", "C", "C", "C", "H", "H", "H", "H", "H", "H", "H", "H", "H", "H", "H", "H", "H", "H", "H", "H", "H", "H", "H", "H"],
  "xyz": [[-1.006, 1.651, -1.992], [-2.907, 2.739, -0.084], [-1.259, -0.990, 0.704], [1.202, 2.484, 0.651], [-3.101, -2.183, -0.075], [-2.631, -2.418, -1.392], [-0.802, -1.981, 1.606], [-1.574, 2.404, 0.203], [2.356, 0.341, 0.461], [2.941, -1.362, -1.135], [4.285, -1.118, -0.909], [4.666, -0.142, -0.003], [0.794, 2.530, -0.690], [3.706, 0.585, 0.677], [1.310, 1.161, 1.173], [-0.654, 2.123, -0.939], [-3.035, 0.263, -0.256], [1.979, -0.632, -0.456], [-2.653, -1.001, 0.522], [-2.715, 1.510, 0.528], [-1.123, 2.968, 1.016], [-1.123, -2.976, 1.288], [3.999, 1.352, 1.379], [-3.155, -1.003, 1.507], [-1.569, -2.177, -1.479], [5.714, 0.052, 0.173], [-3.002, 1.476, 1.580], [-3.198, -1.838, -2.125], [0.887, 3.578, -0.996], [-2.507, 0.291, -1.209], [-1.186, -1.787, 2.613], [0.285, -1.923, 1.605], [-4.109, 0.233, -0.451], [1.585, 1.309, 2.221], [-2.783, -3.480, -1.577], [1.444, 1.924, -1.337], [0.338, 0.656, 1.117], [0.929, -0.815, -0.633], [5.034, -1.687, -1.439], [2.640, -2.118, -1.845]],
  "forces_ev_per_a": [[0.035, 0.138, -0.089], [-0.757, 0.700, -0.638], [-0.107, 0.163, -0.190], [-0.001, 0.154, 0.109], [-0.035, -0.067, 0.094], [-0.002, 0.012, -0.004], [-0.052, -0.084, 0.021], [0.274, -0.090, 0.525], [-0.146, 0.057, 0.040], [0.029, -0.086, -0.088], [0.002, -0.065, -0.063], [0.091, 0.074, 0.050], [0.279, -0.049, -0.358], [-0.055, -0.025, -0.006], [0.045, -0.059, 0.061], [0.204, -0.013, 0.157], [0.267, -0.222, 0.078], [0.028, 0.035, 0.112], [-0.371, 0.411, 0.172], [0.317, -0.818, 0.308], [-0.066, -0.030, -0.080], [0.072, 0.024, 0.034], [0.046, 0.087, 0.089], [0.154, -0.009, -0.155], [-0.014, -0.033, -0.054], [0.086, 0.010, 0.016], [0.006, 0.066, -0.005], [0.040, -0.021, -0.008], [-0.037, -0.102, -0.055], [-0.134, -0.021, 0.047], [0.038, -0.026, 0.001], [0.008, -0.053, 0.063], [-0.006, -0.021, 0.010], [-0.081, -0.091, -0.077], [0.031, 0.044, -0.076], [-0.150, 0.119, 0.018], [0.083, 0.016, 0.065], [-0.158, -0.020, -0.023], [0.059, -0.046, -0.040], [-0.021, -0.061, -0.063]]
}

***

Entry 2:
{
  "formula": "C10H15BFINO",
  "method": "ωB97M-V/def2-TZVPD",
  "charge": -1,
  "homo_lumo_gap_ha": 0.2716,
  "lumo_ev": 2.812,
  "multiplicity": 1,
  "e_homo_ev": -4.58,
  "energy_ev": -25649.256,
  "species": ["I", "F", "O", "N", "C", "C", "C", "C", "C", "C", "C", "C", "C", "C", "B", "H", "H", "H", "H", "H", "H", "H", "H", "H", "H", "H", "H", "H", "H", "H"],
  "xyz": [[0.333, 2.159, 4.627], [0.201, -0.760, 5.368], [-1.103, -1.855, -1.005], [1.092, 0.743, -0.196], [-1.227, -0.850, -1.951], [-1.167, 1.439, -2.597], [-1.674, 1.112, -3.852], [-0.358, 0.904, -0.290], [0.702, -0.496, 2.915], [-1.741, -1.194, -3.202], [-0.925, 0.468, -1.627], [-1.957, -0.212, -4.156], [1.576, -0.462, 0.494], [1.888, -0.262, 1.985], [0.997, -0.023, 4.455], [2.317, 0.724, 2.161], [-1.855, 1.869, -4.598], [1.473, 1.522, 0.321], [2.177, -0.107, 4.726], [-0.912, 0.424, 0.517], [-0.565, 1.968, -0.215], [2.638, -1.007, 2.250], [-0.253, -2.284, -1.116], [0.866, -1.275, 0.412], [-2.357, -0.493, -5.116], [-0.951, 2.471, -2.374], [-1.967, -2.230, -3.392], [-0.177, 0.046, 2.564], [2.495, -0.784, -0.005], [0.435, -1.555, 2.897]],
  "forces_ev_per_a": [[-0.010, 0.739, 0.065], [0.062, 0.194, 0.026], [-0.091, 0.062, 0.022], [-0.114, -0.345, 0.130], [-0.199, -0.156, -0.226], [-0.141, -0.375, -0.453], [0.050, -0.135, 0.164], [-0.141, 0.006, -0.141], [-0.027, 0.741, 0.383], [0.178, 0.390, 0.290], [0.078, 0.270, -0.061], [0.072, -0.153, 0.259], [0.652, 0.352, 0.212], [-0.521, -0.659, -0.144], [-0.074, -1.572, -0.462], [0.154, 0.185, -0.057], [0.013, 0.208, -0.013], [-0.085, 0.187, -0.045], [0.059, 0.311, 0.182], [0.082, -0.169, 0.107], [-0.067, 0.175, 0.100], [0.325, 0.088, 0.111], [0.169, -0.058, 0.055], [-0.311, -0.096, -0.142], [-0.061, 0.047, -0.198], [0.071, 0.185, 0.116], [-0.065, -0.176, -0.052], [-0.121, 0.001, -0.165], [0.032, -0.033, -0.149], [0.030, -0.214, 0.087]]
}

***

Entry 3:
{
  "formula": "C6H10O2",
  "method": "ωB97M-V/def2-TZVPD",
  "homo_lumo_gap_ha": 0.3367,
  "lumo_ev": 0.503,
  "multiplicity": 1,
  "de_lowest_kcal_mol": 249.07,
  "e_homo_ev": -8.66,
  "energy_ev": -10468.369,
  "species": ["O", "O", "C", "C", "C", "C", "C", "C", "H", "H", "H", "H", "H", "H", "H", "H", "H", "H"],
  "xyz": [[-2.258, -0.322, 1.011], [-0.198, -0.656, -1.440], [0.737, -0.568, -0.406], [0.133, -0.971, 0.914], [1.876, 0.396, -0.880], [-0.936, 0.312, 1.133], [0.768, 0.968, 0.001], [-0.708, 1.178, -0.067], [0.452, -1.141, -2.171], [0.762, -1.039, 1.756], [-0.466, -1.956, 0.830], [2.958, 0.488, -0.736], [1.265, 1.049, 0.847], [-1.209, 0.353, -1.158], [1.801, 0.333, -2.028], [-2.187, -1.354, 0.362], [-1.095, 0.530, 2.322], [-1.696, 2.400, -0.289]],
  "forces_ev_per_a": [[-0.226, -4.366, -2.548], [3.641, -4.615, -4.347], [1.482, 2.298, 1.873], [-2.515, -0.249, -0.421], [-1.381, -0.495, -3.096], [-3.539, -4.484, 2.450], [0.287, 0.359, -6.740], [-3.528, 1.994, -2.177], [-2.864, 1.405, 2.050], [1.169, -0.110, 0.749], [0.859, 1.425, 0.250], [-0.539, -0.348, 1.198], [1.428, 0.667, 4.473], [1.287, 3.343, 3.591], [-0.147, 0.639, 1.632], [-0.156, 5.103, 2.885], [1.288, 0.644, -2.932], [3.454, -3.210, 1.111]]
}

***

Entry 4:
{
  "formula": "C24H46BBr3IN4O6P2S",
  "method": "ωB97M-V/def2-TZVPD",
  "charge": 1,
  "homo_lumo_gap_ha": 0.2159,
  "lumo_ev": -4.345,
  "multiplicity": 1,
  "e_homo_ev": -10.22,
  "energy_ev": -292191.497,
  "species": ["I", "Br", "Br", "Br", "S", "P", "P", "O", "O", "O", "O", "O", "O", "N", "N", "N", "N", "C", "C", "C", "C", "C", "C", "C", "C", "C", "C", "C", "C", "C", "C", "C", "C", "C", "C", "C", "C", "C", "C", "C", "C", "B", "H", "H", "H", "H", "H", "H", "H", "H", "H", "H", "H", "H", "H", "H", "H", "H", "H", "H", "H", "H", "H", "H", "H", "H", "H", "H", "H", "H", "H", "H", "H", "H", "H", "H", "H", "H", "H", "H", "H", "H", "H", "H", "H", "H", "H", "H"],
  "xyz": [[-1.340, -0.218, -0.461], [2.635, 3.360, 1.200], [-3.671, -4.465, 2.730], [2.690, 1.417, 3.843], [2.386, -2.363, 4.331], [2.536, 2.079, -5.183], [0.674, -1.582, 4.787], [0.513, -5.142, 4.486], [-1.530, -6.348, 4.665], [0.054, 1.140, 1.999], [1.709, -0.402, 1.930], [2.183, 2.682, -3.869], [-2.392, 1.526, 5.541], [2.220, 1.872, -6.865], [4.036, 2.832, -5.488], [2.733, 0.419, -4.769], [-2.420, -3.081, 2.558], [-2.419, -2.344, 1.412], [-4.136, -0.314, 3.859], [3.494, -0.540, -5.551], [3.042, 1.484, 0.907], [2.392, 0.995, -0.373], [-1.664, -3.775, 4.784], [-4.373, -0.058, 2.356], [4.500, 3.788, -4.484], [-4.563, 0.850, 4.763], [0.460, 0.014, 2.079], [-3.517, 1.945, 4.787], [-5.125, -1.235, 1.668], [-1.551, -2.890, 3.593], [-1.462, -1.351, 1.289], [-0.584, -1.898, 3.481], [0.902, 1.259, -7.162], [2.782, 0.541, 2.121], [5.180, 2.131, -6.048], [-0.548, -1.117, 2.317], [1.538, -0.180, -4.188], [2.230, 3.156, -7.621], [-4.535, -1.529, 0.275], [-3.414, -2.600, 0.320], [-1.251, 2.316, 5.228], [-0.852, -5.163, 4.612], [-2.869, -2.614, -0.626], [3.579, -1.473, -4.991], [5.314, 4.385, -4.900], [4.117, 1.463, 0.749], [0.872, -4.903, 3.625], [0.177, -2.060, 6.003], [-3.890, -3.569, 0.396], [4.867, 3.291, -3.578], [0.689, -0.262, -4.880], [1.308, 0.995, -0.296], [-5.149, -2.116, 2.306], [3.199, 3.638, -7.576], [-4.716, 0.439, 5.762], [3.047, -0.790, -6.524], [1.201, 0.426, -3.344], [-3.211, 2.189, 3.761], [-1.266, -6.915, 3.931], [-4.702, -1.189, 4.192], [-2.704, -3.981, 5.023], [0.723, 1.286, -8.235], [1.479, 3.858, -7.248], [-3.954, 2.850, 5.223], [-5.323, -1.933, -0.363], [1.746, -1.183, -3.814], [-3.082, -0.544, 4.042], [3.666, -0.083, 2.197], [-4.973, 0.845, 2.240], [0.882, 0.206, -6.886], [3.713, 4.478, -4.200], [-1.240, -3.299, 5.665], [2.737, -0.008, -0.629], [-6.149, -0.896, 1.518], [2.021, 2.951, -8.671], [-5.522, 1.242, 4.421], [4.507, -0.201, -5.733], [-0.708, 1.908, 4.373], [5.644, 1.451, -5.324], [0.075, 1.773, -6.665], [4.913, 1.573, -6.945], [-3.438, 0.127, 1.833], [-0.613, 2.329, 6.112], [-4.230, -0.594, -0.187], [2.635, 1.678, -1.186], [-1.534, 3.352, 5.033], [5.939, 2.852, -6.359], [0.680, -0.183, 4.896]],
  "forces_ev_per_a": [[-0.111, -0.173, -0.190], [-0.130, -0.042, -0.153], [0.033, -0.060, -0.020], [-0.001, -0.109, 0.000], [-0.071, -0.011, 0.121], [4.988, -1.639, 0.413], [1.230, -0.518, -0.343], [-0.509, -0.241, -0.570], [-0.550, 0.689, -0.516], [0.291, -0.219, 0.410], [-0.188, 0.106, 0.453], [-2.524, 0.472, -1.144], [0.030, 0.031, -0.299], [-2.169, 1.649, 0.597], [0.188, -0.118, 0.438], [-0.453, 0.007, -0.118], [0.046, 0.087, -0.103], [-0.177, -0.233, -0.268], [-0.249, 0.141, 0.007], [0.003, -0.114, -0.457], [-0.069, -0.179, 0.074], [-0.153, 0.229, -0.113], [-0.062, -0.270, 0.300], [-0.309, -0.639, 0.422], [-0.095, 0.090, 0.226], [0.521, -0.579, -0.077], [-0.578, 0.410, 0.035], [-0.435, 0.111, 0.044], [0.307, 1.112, -0.625], [-0.048, -0.163, 0.565], [0.406, 0.201, 0.084], [-0.295, 0.543, -0.070], [0.133, -0.634, 0.023], [0.476, 0.397, -0.562], [-0.081, -0.022, -0.545], [0.404, -0.275, -0.407], [-0.279, 0.223, 0.526], [0.317, 0.084, -0.186], [-0.616, -0.536, 0.409], [-0.160, 0.379, -0.320], [-0.083, 0.017, 0.523], [0.262, -0.304, 0.109], [0.049, 0.085, 0.026], [-0.084, 0.057, 0.102], [0.029, -0.121, -0.114], [0.050, 0.152, 0.210], [0.424, 0.362, 0.263], [-0.406, 0.293, -0.073], [0.111, -0.068, 0.218], [0.017, 0.045, 0.021], [0.075, -0.118, -0.026], [0.008, -0.018, 0.090], [-0.035, -0.085, -0.046], [0.041, -0.074, 0.169], [0.041, 0.330, 0.156], [-0.048, 0.052, 0.022], [0.030, 0.028, -0.030], [-0.001, -0.005, -0.028], [0.350, -0.529, 0.506], [-0.015, -0.088, -0.199], [-0.024, 0.029, -0.010], [0.066, 0.105, -0.015], [-0.059, -0.007, -0.072], [0.184, 0.084, 0.047], [0.112, -0.083, -0.099], [0.177, 0.017, -0.037], [0.031, 0.070, 0.114], [-0.212, -0.318, 0.088], [0.048, 0.046, -0.062], [0.087, 0.043, 0.146], [-0.072, -0.095, 0.046], [0.018, 0.154, -0.109], [0.012, -0.023, 0.007], [-0.139, -0.306, 0.131], [-0.098, -0.126, 0.044], [0.003, 0.081, -0.003], [-0.065, 0.063, -0.012], [-0.007, 0.096, -0.113], [0.058, 0.052, -0.003], [-0.042, 0.031, -0.065], [-0.125, -0.074, 0.089], [0.072, 0.151, 0.061], [0.104, -0.132, -0.056], [0.215, -0.047, -0.003], [0.143, -0.096, -0.063], [0.020, 0.005, -0.131], [-0.033, 0.073, 0.085], [-0.351, 0.014, 0.034]]
}

***

Entry 5:
{
  "formula": "C4H7ClN2O",
  "method": "ωB97M-V/def2-TZVPD",
  "homo_lumo_gap_ha": [0.2477, 0.3200],
  "lumo_ev": [0.701, -0.977],
  "multiplicity": 3,
  "s_squared": 2.01,
  "de_lowest_kcal_mol": 0.00,
  "e_homo_ev": [-6.04, -9.69],
  "energy_ev": -21808.049,
  "species": ["Cl", "O", "N", "N", "C", "C", "C", "C", "H", "H", "H", "H", "H", "H", "H"],
  "xyz": [[-1.583, 1.229, -4.231], [-1.340, -0.735, 0.491], [0.786, -0.394, 1.438], [-0.520, 0.312, -1.906], [0.342, -0.767, 2.777], [0.265, 0.371, -0.766], [-0.295, 0.762, -3.143], [-0.151, -0.351, 0.442], [-1.461, -0.127, -1.570], [1.664, 0.200, 1.308], [0.703, 1.223, -3.272], [1.222, -0.956, 3.485], [-0.494, -1.634, 2.754], [1.215, 0.837, -0.821], [-0.353, 0.030, 3.014]],
  "forces_ev_per_a": [[0.518, -0.031, 0.868], [1.410, -0.254, 0.573], [1.293, 0.007, -0.414], [-3.955, -2.330, 4.355], [-1.448, -1.351, 0.133], [0.301, -0.358, -0.196], [1.838, 1.043, -2.331], [-1.011, 1.419, -1.468], [1.920, 0.818, -1.363], [-1.987, -1.390, 0.386], [-0.946, -0.158, -0.316], [-1.613, 0.345, -1.036], [2.613, 1.330, -0.253], [0.771, 0.387, -0.209], [0.296, 0.523, 1.271]]
}

***

Entry 6:
{
  "formula": "C9H10",
  "method": "ωB97M-V/def2-TZVPD",
  "homo_lumo_gap_ha": 0.2846,
  "lumo_ev": 0.782,
  "smiles": "C=C=C1C[C@@]12[C@H]1C[C@]12C",
  "multiplicity": 1,
  "de_lowest_kcal_mol": 165.98,
  "e_homo_ev": -6.96,
  "energy_ev": -9486.225,
  "species": ["C", "C", "C", "C", "C", "C", "C", "C", "C", "H", "H", "H", "H", "H", "H", "H", "H", "H", "H"],
  "xyz": [[1.878, 1.347, 0.492], [1.481, -2.531, 0.191], [1.572, 0.083, -0.189], [1.600, -1.209, 0.043], [-1.814, -0.359, 0.927], [0.597, 1.087, -0.199], [-1.262, 0.697, -1.583], [-0.877, 0.080, -0.171], [-0.648, 1.537, -0.554], [1.997, -3.170, -0.527], [-2.848, -0.748, 0.452], [-1.119, 2.474, -0.201], [-2.007, 0.429, 1.619], [-0.715, 0.320, -2.439], [2.450, 2.122, -0.125], [1.261, -2.952, 1.158], [-1.359, -1.223, 1.408], [2.167, 1.403, 1.565], [-2.355, 0.614, -1.868]],
  "forces_ev_per_a": [[1.781, 1.538, 0.800], [1.587, 1.921, -0.348], [1.932, -1.907, -0.534], [0.001, -0.895, -0.481], [-1.146, -1.202, -1.835], [-0.828, -2.100, 0.873], [-0.260, -2.382, 0.264], [-1.354, 2.036, -0.572], [-3.393, 2.704, -1.781], [-0.386, -0.062, 0.034], [2.312, 0.985, 1.016], [0.527, -0.687, 0.011], [-0.315, 0.425, 0.753], [0.545, 0.151, 0.042], [-0.730, -1.121, 0.777], [-0.521, -0.125, 0.111], [-0.237, -0.041, 0.339], [-0.690, -0.116, -0.637], [1.173, 0.878, 1.168]]
}

***

Question: The highest multiplicity belongs to which entry?
Answer: C4H7ClN2O